Formula: C50H88B2ClN2O18
Source: the OMol25 dataset
Level of theory: ωB97M-V/def2-TZVPD

Values from the calculation:
lowest unoccupied orbital energy	-4.2	eV
HOMO-LUMO gap	6.63	eV
charge	+1
E_HOMO	-10.81	eV

Each atom is followed by the atoms it is bonded to, with distances in Å.
Cartesian coordinates (Å):
1 C 6.74 -1.09 1.41  C2 1.445, H38 1.146, H39 1.134
2 C 6.25 0.27 1.44  C1 1.445, C3 1.580, H40 1.153
3 C 5.19 0.89 2.45  C2 1.580, N4 1.514, H41 1.150, H42 1.150
4 N 3.74 0.55 2.18  C3 1.514, C5 1.510, C9 1.527, C34 1.493
5 C 3.03 1.43 3.18  N4 1.510, C6 1.583, H43 1.149, H44 1.151
6 C 1.90 0.80 4.08  C5 1.583, C7 1.622, Cl8 1.872, H45 1.130
7 C 0.79 1.87 4.56  C6 1.622, H46 1.151, H47 1.147, H48 1.132
8 Cl 2.75 0.29 5.67  C6 1.872
9 C 3.36 1.21 0.86  N4 1.527, C10 1.631, H49 1.135, H50 1.154
10 C 1.90 0.69 0.34  C9 1.631, C11 1.610, B17 1.618, C20 1.641
11 C 0.63 1.60 0.72  C10 1.610, C12 1.591, H51 1.148, H52 1.137
12 C 0.53 2.96 -0.10  C11 1.591, C13 1.625, H53 1.148, H54 1.149
13 C -0.31 4.03 0.80  C12 1.625, C14 1.591, H55 1.151, H56 1.135
14 C 0.66 4.97 1.65  C13 1.591, O15 1.245, O16 1.429
15 O 1.80 4.64 2.02  C14 1.245
16 O 0.24 6.29 1.98  C14 1.429, H57 0.982
17 B 1.89 0.75 -1.27  C10 1.618, O18 1.440, O19 1.463
18 O 2.83 1.47 -2.09  B17 1.440, H58 0.987
19 O 0.83 0.07 -2.02  B17 1.463, H59 0.981
20 C 1.92 -0.78 1.08  C10 1.641, C21 1.609, C34 1.628, H60 1.153
21 C 1.51 -2.06 0.19  C20 1.609, C22 1.627, H61 1.133, H62 1.151
22 C -0.11 -2.04 0.10  C21 1.627, C23 1.615, H63 1.138, H64 1.152
23 C -0.73 -3.05 -1.00  C22 1.615, C24 1.613, H65 1.147, H66 1.153
24 C -1.91 -2.30 -1.82  C23 1.613, C25 1.594, H67 1.150, H68 1.138
25 C -3.34 -2.38 -1.12  C24 1.594, C26 1.600, H69 1.154, H70 1.147
26 C -3.40 -1.73 0.34  C25 1.600, C27 1.611, H71 1.138, H72 1.137
27 C -4.87 -1.72 0.99  C26 1.611, C28 1.603, H73 1.140, H74 1.150
28 C -5.76 -0.53 0.39  C27 1.603, C29 1.598, H75 1.147, H76 1.137
29 C -6.29 0.53 1.46  C28 1.598, C30 1.600, H77 1.152, H78 1.148
30 C -6.83 -0.10 2.82  C29 1.600, C31 1.599, H79 1.137, H80 1.145
31 C -5.84 0.04 4.07  C30 1.599, O32 1.441, H81 1.154, H82 1.151
32 O -4.50 0.45 3.73  C31 1.441, C33 1.440
33 C -3.58 0.18 4.80  O32 1.440, H83 1.142, H84 1.145, H85 1.145
34 C 3.32 -0.86 1.90  N4 1.493, C20 1.628, B35 1.623, H86 1.158
35 B 3.54 -2.06 2.97  C34 1.623, N36 1.513, O37 1.459
36 N 4.69 -2.11 3.95  B35 1.513, H87 1.025, H88 1.026
37 O 2.60 -3.16 3.11  B35 1.459, H89 0.986
38 H 6.25 -1.80 0.65  C1 1.146
39 H 7.63 -1.50 1.99  C1 1.134
40 H 6.67 0.97 0.63  C2 1.153
41 H 5.34 2.02 2.39  C3 1.150
42 H 5.53 0.61 3.51  C3 1.150
43 H 3.79 1.89 3.91  C5 1.149
44 H 2.57 2.35 2.66  C5 1.151
45 H 1.41 -0.15 3.71  C6 1.130
46 H -0.13 1.86 3.86  C7 1.151
47 H 1.25 2.92 4.52  C7 1.147
48 H 0.40 1.60 5.59  C7 1.132
49 H 3.61 2.31 0.73  C9 1.135
50 H 4.01 0.75 0.03  C9 1.154
51 H -0.37 1.06 0.59  C11 1.148
52 H 0.69 1.86 1.82  C11 1.137
53 H 1.54 3.48 -0.28  C12 1.148
54 H -0.08 2.89 -1.07  C12 1.149
55 H -0.83 4.72 0.05  C13 1.151
56 H -1.14 3.54 1.41  C13 1.135
57 H -0.73 6.27 2.08  O16 0.982
58 H 2.78 1.10 -3.00  O18 0.987
59 H 0.29 0.82 -2.37  O19 0.981
60 H 0.96 -0.67 1.71  C20 1.153
61 H 2.03 -2.12 -0.81  C21 1.133
62 H 1.76 -3.05 0.72  C21 1.151
63 H -0.53 -0.99 -0.01  C22 1.138
64 H -0.48 -2.42 1.12  C22 1.152
65 H -1.23 -3.91 -0.44  C23 1.147
66 H 0.08 -3.45 -1.71  C23 1.153
67 H -2.00 -2.85 -2.82  C24 1.150
68 H -1.59 -1.24 -2.07  C24 1.138
69 H -4.05 -1.76 -1.77  C25 1.154
70 H -3.78 -3.44 -1.14  C25 1.147
71 H -2.75 -2.38 1.02  C26 1.138
72 H -2.92 -0.70 0.28  C26 1.137
73 H -4.73 -1.67 2.12  C27 1.140
74 H -5.44 -2.69 0.77  C27 1.150
75 H -6.68 -0.99 -0.13  C28 1.147
76 H -5.15 -0.02 -0.43  C28 1.137
77 H -7.19 1.06 0.97  C29 1.152
78 H -5.51 1.37 1.61  C29 1.148
79 H -7.02 -1.21 2.63  C30 1.137
80 H -7.85 0.37 3.05  C30 1.145
81 H -5.75 -1.01 4.54  C31 1.154
82 H -6.35 0.71 4.85  C31 1.151
83 H -3.80 0.78 5.75  C33 1.142
84 H -3.53 -0.95 4.99  C33 1.145
85 H -2.55 0.54 4.44  C33 1.145
86 H 4.00 -1.22 1.04  C34 1.158
87 H 4.80 -1.22 4.45  N36 1.025
88 H 5.56 -2.43 3.50  N36 1.026
89 H 3.09 -3.92 2.72  O37 0.986
90 O 0.61 -5.33 -3.29  C91 1.201
91 C 1.73 -5.02 -2.99  O90 1.201, O92 1.364, C95 1.504
92 O 2.09 -4.52 -1.78  C91 1.364, C93 1.432
93 C 3.47 -4.16 -1.80  O92 1.432, C94 1.512, H96 1.094, H97 1.092
94 C 4.08 -4.97 -2.92  C93 1.512, C95 1.513, H98 1.091, H99 1.094
95 C 2.93 -5.09 -3.90  C91 1.504, C94 1.513, H100 1.092, H101 1.089
96 H 3.55 -3.08 -1.98  C93 1.094
97 H 3.93 -4.39 -0.84  C93 1.092
98 H 4.98 -4.52 -3.35  C94 1.091
99 H 4.35 -5.97 -2.55  C94 1.094
100 H 2.90 -4.24 -4.59  C95 1.092
101 H 2.96 -6.03 -4.45  C95 1.089
102 O -8.45 -0.29 -1.90  C103 1.203
103 C -8.10 0.53 -2.70  O102 1.203, O104 1.360, C107 1.505
104 O -8.54 0.58 -3.99  C103 1.360, C105 1.435
105 C -7.84 1.61 -4.70  O104 1.435, C106 1.512, H108 1.093, H109 1.091
106 C -7.34 2.55 -3.63  C105 1.512, C107 1.515, H110 1.091, H111 1.094
107 C -7.09 1.62 -2.46  C103 1.505, C106 1.515, H112 1.093, H113 1.090
108 H -7.03 1.15 -5.27  C105 1.093
109 H -8.52 2.10 -5.39  C105 1.091
110 H -6.46 3.12 -3.94  C106 1.091
111 H -8.12 3.27 -3.37  C106 1.094
112 H -6.08 1.19 -2.49  C107 1.093
113 H -7.26 2.12 -1.51  C107 1.090
114 O 6.43 5.35 -1.92  C115 1.202
115 C 6.02 5.47 -0.80  O114 1.202, O116 1.361, C119 1.506
116 O 6.52 4.80 0.27  C115 1.361, C117 1.434
117 C 5.73 5.09 1.43  O116 1.434, C118 1.511, H120 1.096, H121 1.090
118 C 5.05 6.41 1.12  C117 1.511, C119 1.515, H122 1.091, H123 1.094
119 C 4.86 6.33 -0.38  C115 1.506, C118 1.515, H124 1.093, H125 1.089
120 H 5.01 4.28 1.58  C117 1.096
121 H 6.38 5.16 2.31  C117 1.090
122 H 4.12 6.55 1.68  C118 1.091
123 H 5.72 7.24 1.37  C118 1.094
124 H 3.93 5.83 -0.65  C119 1.093
125 H 4.92 7.32 -0.84  C119 1.089
126 O -2.92 -7.58 -0.83  C127 1.202
127 C -2.04 -8.24 -1.32  O126 1.202, O128 1.361, C131 1.505
128 O -1.68 -9.47 -0.88  C127 1.361, C129 1.432
129 C -0.53 -9.92 -1.61  O128 1.432, C130 1.512, H132 1.094, H133 1.091
130 C -0.55 -9.12 -2.90  C129 1.512, C131 1.515, H134 1.091, H135 1.094
131 C -1.16 -7.81 -2.46  C127 1.505, C130 1.515, H136 1.091, H137 1.089
132 H 0.36 -9.72 -1.01  C129 1.094
133 H -0.61 -10.99 -1.80  C129 1.091
134 H 0.44 -9.01 -3.35  C130 1.091
135 H -1.20 -9.61 -3.63  C130 1.094
136 H -0.41 -7.11 -2.08  C131 1.091
137 H -1.75 -7.35 -3.26  C131 1.089
138 O 7.62 4.75 4.63  C139 1.204
139 C 8.06 5.86 4.50  O138 1.204, O140 1.360, C143 1.505
140 O 7.40 6.86 3.84  C139 1.360, C141 1.434
141 C 8.24 8.02 3.78  O140 1.434, C142 1.512, H144 1.094, H145 1.091
142 C 9.23 7.86 4.91  C141 1.512, C143 1.515, H146 1.091, H147 1.094
143 C 9.39 6.35 4.99  C139 1.505, C142 1.515, H148 1.092, H149 1.089
144 H 8.72 8.04 2.80  C141 1.094
145 H 7.63 8.92 3.89  C141 1.091
146 H 10.16 8.40 4.74  C142 1.091
147 H 8.79 8.23 5.84  C142 1.094
148 H 10.17 5.99 4.31  C143 1.092
149 H 9.59 6.02 6.00  C143 1.089
150 O -6.95 0.51 -7.64  C151 1.206
151 C -7.72 -0.43 -7.61  O150 1.206, O152 1.359, C155 1.506
152 O -8.72 -0.62 -8.51  C151 1.359, C153 1.433
153 C -9.50 -1.75 -8.12  O152 1.433, C154 1.511, H156 1.094, H157 1.091
154 C -8.59 -2.57 -7.23  C153 1.511, C155 1.515, H158 1.091, H159 1.094
155 C -7.74 -1.51 -6.57  C151 1.506, C154 1.515, H160 1.093, H161 1.090
156 H -10.39 -1.40 -7.59  C153 1.094
157 H -9.81 -2.30 -9.01  C153 1.091
158 H -9.13 -3.21 -6.53  C154 1.091
159 H -7.96 -3.22 -7.85  C154 1.094
160 H -8.21 -1.13 -5.66  C155 1.093
161 H -6.74 -1.88 -6.36  C155 1.090